Record 1
DFT (the ωB97M-V functional and the def2-TZVPD basis) results for an isolated molecule of C10H30O3Si4 at a distorted geometry.

Results
Structure (SMILES) = C[Si](C)(C)O[Si](C)(O[Si](C)(C)C)O[Si](C)(C)C
Molecular weight = 310.7 g/mol
Strongest force on any atom = 1.83 eV/A
HOMO level = -10.0022 eV

```
47
Properties=species:S:1:pos:R:3:forces:R:3
C 3.432778 2.246619 -0.709136 -0.423 -0.342 0.315
Si 2.668432 0.683153 -0.044520 0.378 -0.280 0.435
C 3.880904 -0.726374 -0.217036 0.103 0.421 -0.456
C 2.225689 0.823243 1.776760 -0.163 1.289 -1.118
O 1.332446 0.351750 -0.975895 -0.939 -0.613 0.632
Si 0.091925 -0.737001 -0.741031 -0.103 -0.048 0.122
C 0.117414 -2.046259 -1.991506 -0.660 -1.558 0.490
O -1.365535 0.008545 -0.964868 0.541 1.279 -0.003
Si -1.724521 1.585019 -1.513378 -0.503 -0.500 0.515
C -3.577994 1.783759 -1.304179 0.398 -0.413 0.102
C -1.431563 1.719705 -3.346042 0.329 -0.683 0.302
C -0.767247 2.876146 -0.505375 0.757 -0.234 -0.865
O 0.206231 -1.550225 0.710523 -0.160 0.992 -0.769
Si -0.974678 -1.944398 1.811205 0.859 0.516 1.410
C -1.800215 -3.516831 1.334061 -0.454 0.186 -0.217
C -2.089641 -0.442978 1.956954 -0.077 -0.684 0.027
C -0.073786 -2.285019 3.451381 -0.179 -0.196 -0.863
H 3.405608 2.232085 -1.794850 0.140 0.082 -0.143
H 4.455937 2.290540 -0.347651 0.212 0.157 -0.076
H 2.889139 3.112340 -0.343692 -0.025 0.249 -0.039
H 3.427308 -1.565167 -0.735820 -0.083 -0.364 0.275
H 4.666839 -0.383878 -0.882722 0.344 0.026 -0.147
H 4.352025 -1.003619 0.723696 -0.139 -0.227 0.015
H 2.917001 1.429142 2.347691 0.197 0.331 0.023
H 2.158468 -0.101161 2.256129 -0.053 -1.726 0.609
H 1.237125 1.260669 1.832229 -0.315 0.378 0.232
H 1.059458 -2.585886 -1.905762 0.105 -0.105 -0.288
H -0.015960 -1.634737 -2.977402 -0.051 -0.098 -0.504
H -0.707474 -2.805242 -1.741417 1.038 1.147 -0.510
H -3.863723 1.622862 -0.266685 -0.189 0.127 0.087
H -4.046483 1.012358 -1.909049 -0.133 -0.279 -0.018
H -3.978075 2.720969 -1.675172 0.101 0.331 0.116
H -2.179681 1.203640 -3.945201 -0.194 0.047 0.113
H -0.475250 1.301216 -3.631142 0.417 -0.047 -0.066
H -1.417291 2.758290 -3.599083 -0.069 0.788 -0.356
H -1.347646 3.752921 -0.234662 -0.246 -0.006 0.056
H 0.087331 3.243344 -1.121825 -0.440 -0.269 0.435
H -0.340884 2.430209 0.396466 -0.093 0.068 0.001
H -2.538878 -3.232554 0.586783 -0.223 -0.344 -0.229
H -1.115754 -4.244843 0.910925 0.128 -0.056 -0.080
H -2.316619 -3.971844 2.178845 -0.058 0.013 0.013
H -2.825611 -0.601191 2.760743 0.263 0.345 -0.168
H -2.599895 -0.295753 1.007050 -0.160 0.084 0.098
H -1.441101 0.424088 2.132267 -0.280 -0.064 0.205
H -0.729796 -2.682266 4.227140 -0.043 0.125 0.006
H 0.639658 -3.073061 3.197676 0.122 -0.074 0.142
H 0.493584 -1.442327 3.826573 0.024 0.232 0.141
```
Positions in Å, forces in eV/Å.

Record 2
DFT (the ωB97M-V functional and the def2-TZVPD basis) results for a cluster of 5 separate species, C10H30O5 in total at a distorted geometry.

Results
Structure (SMILES) = CCO.CCO.CCO.CCO.CCO
Molecular weight = 230.3 g/mol
Strongest force on any atom = 1.58 eV/A
HOMO level = -9.7902 eV

```
45
Properties=species:S:1:pos:R:3:forces:R:3
C 21.271720 -3.258304 -23.856468 -0.047 -0.131 -0.021
C 20.402289 -2.963542 -22.637311 0.695 0.761 -1.193
O 20.411734 -4.127530 -21.827336 -0.766 0.251 0.182
H 22.231166 -3.656039 -23.525965 0.038 0.022 -0.062
H 21.443133 -2.380533 -24.480182 -0.019 0.148 0.227
H 20.814488 -3.997355 -24.520584 -0.031 -0.106 0.159
H 19.413337 -2.642179 -22.986509 -0.227 -0.462 0.270
H 20.811092 -2.084145 -22.126990 0.097 -0.249 0.307
H 19.720702 -4.013118 -21.162564 0.184 -0.251 0.047
C 18.288257 -9.136950 -20.899905 0.163 -0.211 -0.676
C 19.115426 -10.414110 -20.721400 -0.327 -0.282 0.392
O 19.823983 -10.415940 -19.482397 0.223 -0.117 -0.151
H 17.966117 -8.712367 -19.951980 0.077 -0.155 0.151
H 17.392783 -9.349420 -21.488774 0.037 0.065 -0.031
H 18.858831 -8.379114 -21.437602 -0.021 0.094 0.113
H 19.863412 -10.582378 -21.497750 0.031 0.460 -0.035
H 18.475473 -11.302976 -20.798750 -0.093 0.111 0.226
H 19.233973 -10.706364 -18.783032 -0.073 0.049 -0.015
C 22.586929 -7.810732 -24.265489 0.758 -0.413 0.815
C 21.510173 -7.141744 -23.441057 -0.341 0.014 -0.549
O 22.135802 -6.405106 -22.411504 -0.056 0.054 0.081
H 23.400876 -7.127769 -24.514147 -0.302 0.238 -0.282
H 22.240896 -8.351144 -25.143557 -0.191 0.146 -0.041
H 23.073817 -8.533564 -23.598502 -0.062 -0.133 -0.186
H 20.836329 -7.912183 -23.041795 0.041 0.050 0.117
H 20.876790 -6.497860 -24.065437 0.120 0.074 0.019
H 21.514325 -5.738252 -22.087431 0.078 -0.050 0.001
C 17.429647 -6.753066 -25.871944 -1.298 -0.272 -0.244
C 18.036561 -5.455980 -25.385497 0.832 0.131 -0.984
O 18.314893 -5.574289 -24.012835 -0.145 -0.342 0.593
H 16.687307 -7.145440 -25.169548 0.355 0.006 0.274
H 18.167529 -7.520384 -26.095527 0.152 0.024 0.321
H 16.825283 -6.655711 -26.781736 0.349 0.424 -0.092
H 17.455606 -4.552878 -25.601197 -0.440 -0.255 0.130
H 18.943613 -5.331142 -25.999965 0.165 0.155 0.386
H 19.025195 -5.009184 -23.696857 0.060 0.123 -0.263
C 23.716090 -12.068028 -23.407363 0.493 0.764 -0.994
C 24.567025 -11.309528 -22.402727 0.075 -0.200 -0.175
O 24.916013 -12.126895 -21.288280 -0.283 0.170 0.146
H 24.256296 -12.977366 -23.670113 -0.538 -0.398 0.306
H 23.685176 -11.520702 -24.361269 0.054 0.187 0.208
H 22.664809 -12.164909 -23.139534 0.144 -0.529 0.361
H 24.086804 -10.368471 -22.109208 0.048 -0.109 0.182
H 25.527623 -11.064006 -22.862540 -0.120 0.079 0.019
H 24.104525 -12.392881 -20.838854 0.111 0.063 -0.039
```
Positions in Å, forces in eV/Å.

Record 3
DFT (the ωB97M-V functional and the def2-TZVPD basis) results for a cluster of 5 separate species, C10H30O5 in total at a distorted geometry.

Results
Structure (SMILES) = CCO.CCO.CCO.CCO.CCO
Molecular weight = 230.3 g/mol
Strongest force on any atom = 1.16 eV/A
HOMO level = -9.8683 eV

```
45
Properties=species:S:1:pos:R:3:forces:R:3
C -1.380176 -0.822788 2.671637 0.755 -0.424 0.419
C 0.088423 -0.661720 3.059070 -0.349 0.083 -0.030
O 0.918706 -1.538454 2.324847 0.449 -0.057 0.073
H -1.481947 -0.699212 1.595497 -0.272 0.391 0.027
H -1.968511 -0.136644 3.279689 -0.300 0.057 -0.359
H -1.671616 -1.851733 2.889846 -0.134 0.050 0.088
H 0.228394 -0.895231 4.115972 0.011 -0.213 -0.031
H 0.400727 0.387770 2.969612 0.028 0.011 -0.312
H 0.761203 -1.426449 1.374119 -0.249 0.136 0.116
C 0.784944 -4.080902 -0.054733 0.506 -0.038 -0.115
C 0.616813 -4.863208 -1.348876 0.258 1.036 -0.444
O -0.287460 -5.918465 -1.150988 -0.681 -0.172 0.442
H 1.197870 -4.717539 0.726909 -0.094 0.066 0.119
H -0.136165 -3.609981 0.284845 -0.217 -0.357 -0.046
H 1.460022 -3.236482 -0.215161 0.163 -0.144 -0.081
H 1.563395 -5.206402 -1.781010 0.133 -0.163 0.463
H 0.263161 -4.132782 -2.094291 -0.367 -0.306 -0.053
H -0.099453 -6.702298 -1.663999 0.298 0.088 -0.281
C -3.710936 3.591223 -0.967885 0.728 0.508 0.063
C -3.356535 4.856077 -0.180006 -0.919 -0.115 -0.182
O -3.738372 4.716367 1.187364 0.487 0.123 0.034
H -2.966924 2.852578 -0.667449 -0.210 -0.313 -0.228
H -3.618150 3.804776 -2.035175 0.035 -0.224 -0.021
H -4.706296 3.206136 -0.762416 -0.089 0.145 0.089
H -3.838445 5.747054 -0.594000 -0.054 -0.046 -0.119
H -2.285781 5.035382 -0.254688 0.080 -0.059 0.338
H -4.661814 4.967001 1.258518 -0.040 -0.040 0.028
C -0.161375 1.212044 -2.019841 -1.034 -0.064 -0.522
C -0.573733 0.421023 -0.801746 0.883 0.017 0.595
O 0.374729 -0.614994 -0.524167 -0.324 -0.657 -0.190
H 0.677880 1.876170 -1.831693 0.147 -0.119 -0.162
H -1.013104 1.787245 -2.405937 0.148 0.304 0.369
H -0.001409 0.504328 -2.836606 0.599 0.035 0.104
H -1.541879 -0.050177 -0.970354 0.081 -0.129 0.121
H -0.615532 1.032881 0.108954 -0.379 0.241 -0.272
H 1.240009 -0.246898 -0.290124 -0.079 0.397 0.095
C 3.784793 0.930204 -1.216797 -0.714 -0.381 -0.521
C 3.952179 0.362891 0.167675 0.387 1.003 0.401
O 2.667364 0.412022 0.790346 -0.020 -0.305 -0.207
H 4.687343 0.954523 -1.822906 0.218 0.091 0.272
H 3.336729 1.922078 -1.154919 0.201 0.088 -0.008
H 3.072797 0.312333 -1.778173 0.043 0.018 0.059
H 4.597177 1.032554 0.746929 0.267 -0.165 -0.069
H 4.407676 -0.627690 0.166791 -0.256 -0.195 0.003
H 2.733279 0.115390 1.705317 -0.124 -0.204 -0.063
```
Positions in Å, forces in eV/Å.

Record 4
DFT (the ωB97M-V functional and the def2-TZVPD basis) results for a cluster of 5 separate species, C10H31ClO17P3 in total at a distorted geometry.

Results
Molecular weight = 551.7 g/mol
Total charge = -1
Strongest force on any atom = 4.34 eV/A
HOMO level = -6.4944 eV

```
62
Properties=species:S:1:pos:R:3:forces:R:3
Cl 8.793452 15.852222 -35.988150 0.496 0.362 0.369
O 10.222396 15.687610 -36.098412 -0.141 -0.363 0.080
O 8.137533 15.074516 -37.013221 -0.221 0.031 -0.707
O 8.292423 15.405224 -34.723248 0.073 -0.642 0.849
O 8.494837 17.253724 -36.088227 -0.406 0.518 -0.731
C 12.144279 14.090732 -41.980979 -0.289 0.964 0.097
O 12.684334 14.140106 -40.682263 1.377 -0.828 1.431
P 12.644845 12.878243 -39.681607 -0.922 1.949 1.604
O 13.244295 13.085860 -38.346461 -0.356 -0.027 -1.472
O 13.297072 11.712855 -40.523632 -1.169 -0.874 -0.045
C 12.719333 10.387262 -40.427323 -0.103 -0.453 -0.683
O 11.040568 12.650425 -39.626846 1.323 -1.447 -1.675
C 10.282546 13.145490 -38.568277 -0.660 1.370 1.891
H 12.932439 14.277762 -42.710315 0.105 -0.719 -0.092
H 11.543676 14.999035 -42.029387 -0.565 -0.283 -0.245
H 11.549407 13.186384 -42.108952 0.078 0.159 -0.475
H 12.479887 10.078583 -41.444914 0.287 -0.057 -0.087
H 11.763882 10.308955 -39.908600 0.187 0.593 0.355
H 13.414751 9.673716 -39.985327 0.168 0.333 0.009
H 9.202651 13.150827 -38.716253 0.093 -0.664 -0.683
H 10.469502 14.204991 -38.393319 0.390 0.006 0.147
H 10.499007 12.609371 -37.644251 0.072 0.067 0.020
C 4.704829 15.033074 -35.923432 1.178 0.335 -0.060
O 4.367399 14.491831 -37.198913 -1.404 0.325 -2.058
P 3.778326 15.419891 -38.436183 0.997 -0.445 1.321
O 3.917798 14.821411 -39.785874 -0.524 0.268 1.613
O 2.289224 15.773465 -37.858321 2.501 0.799 -1.450
C 1.418361 14.735880 -37.579048 -1.734 -0.934 0.866
O 4.549140 16.814746 -38.250966 -3.827 -2.022 0.371
C 5.818732 17.039019 -38.729047 2.015 1.568 0.793
H 5.676670 14.571348 -35.748982 0.102 0.490 0.435
H 4.062113 14.809534 -35.071932 -0.605 -0.433 -0.487
H 4.784982 16.118110 -35.989646 0.257 -0.052 0.098
H 0.473546 14.936196 -38.084321 -0.058 0.043 0.012
H 1.238674 14.725850 -36.504017 -0.140 0.096 0.119
H 1.672322 13.701792 -37.812002 0.772 0.209 -0.468
H 5.745314 17.725059 -39.572875 0.343 -0.326 -0.230
H 6.516343 16.208154 -38.834425 -0.573 -0.401 -0.410
H 6.211923 17.568197 -37.861012 0.862 0.440 -0.407
C 9.683856 9.609855 -36.994563 -0.491 -0.866 -0.046
O 10.446298 9.696091 -35.794497 0.105 -0.586 2.043
P 9.795212 9.622882 -34.260841 0.224 2.028 -0.545
O 10.724379 9.979694 -33.141813 -0.963 -1.233 -1.983
O 8.992066 8.220593 -34.113750 0.476 0.860 -0.671
C 9.531403 7.185962 -33.278385 0.454 0.674 1.124
O 8.621410 10.703298 -34.474758 -0.334 -2.546 0.817
C 8.902585 12.081333 -34.442579 0.167 1.277 -0.631
H 9.868490 10.455604 -37.656933 -0.078 0.193 0.416
H 8.623292 9.455339 -36.795986 -0.101 0.559 0.081
H 9.954876 8.710082 -37.546875 0.441 -0.113 0.077
H 10.619995 7.232667 -33.248623 0.038 -0.329 -0.481
H 9.140039 6.198288 -33.522147 0.028 0.336 -0.489
H 9.270237 7.408430 -32.243788 -0.335 -0.039 0.041
H 8.149104 12.572388 -35.058415 0.123 -0.034 -0.101
H 9.885109 12.251325 -34.882854 0.020 0.342 0.141
H 8.823268 12.545552 -33.459562 0.223 -0.442 0.155
C 8.568115 19.898978 -38.565349 -0.562 -1.762 0.848
O 9.005504 20.712014 -39.602461 0.165 1.371 -0.402
H 7.993616 20.414648 -37.795838 0.223 0.732 -0.310
H 7.878312 19.116630 -38.881921 -0.082 -0.109 -0.387
H 9.346286 19.358655 -38.026291 0.398 0.149 -0.100
H 9.287285 20.244045 -40.391898 -0.119 -0.419 0.390
```
Positions in Å, forces in eV/Å.

Record 5
DFT (the ωB97M-V functional and the def2-TZVPD basis) results for a structure of composition C10H31MgO6S5 at a distorted geometry.

Results
Molecular weight = 432.0 g/mol
Total charge = +1
Strongest force on any atom = 2.80 eV/A
HOMO level = -10.5270 eV

```
53
Properties=species:S:1:pos:R:3:forces:R:3
Mg 1.412849 -3.520271 -1.033953 -1.181 2.152 1.192
O 0.380490 -0.827389 -0.414181 -0.163 -1.065 -1.535
H 0.070480 0.031274 -0.066162 0.756 -0.815 0.640
C 3.465589 -0.409860 3.185504 -0.451 -0.303 -0.900
S 3.836906 -2.172647 3.210467 0.990 0.287 -2.606
O 3.360199 -2.713561 1.826394 0.259 0.613 1.806
C 5.658874 -1.882539 2.927470 -0.286 -1.902 0.850
H 3.951986 0.194189 3.951435 -0.180 -0.376 0.190
H 2.377387 -0.350219 3.166646 0.083 0.359 0.198
H 3.862960 -0.133649 2.208828 -0.187 0.350 -0.015
H 5.971159 -1.888205 1.883174 -0.684 0.638 -0.087
H 6.005988 -2.855298 3.275806 0.564 0.048 0.211
H 6.113341 -1.113544 3.552146 -0.315 0.085 -0.175
C -3.113785 3.364915 1.510387 0.052 -0.143 -0.172
S -4.396256 3.467402 2.869115 0.913 2.495 -0.391
O -4.112985 4.884301 3.408262 -0.880 -2.236 -0.548
C -5.930379 3.639131 1.806111 0.739 0.465 0.239
H -2.205211 3.902053 1.782571 -0.309 0.115 0.883
H -3.385685 3.866488 0.581620 -0.625 -0.230 0.020
H -2.774171 2.345632 1.326496 -0.454 -0.178 -0.090
H -6.868768 3.587627 2.358262 0.362 -0.291 0.432
H -5.954119 2.928917 0.979583 0.194 0.082 0.035
H -5.828786 4.677446 1.490431 0.007 -0.081 -0.414
C 4.179705 3.425474 -1.713061 -0.519 -0.273 2.005
S 5.601881 3.972258 -0.558371 -0.055 -0.777 0.738
O 5.752658 2.913394 0.545261 -0.841 1.559 -1.694
C 4.844645 5.524401 0.175136 -0.751 -0.636 -0.049
H 3.386139 3.279316 -0.980270 -0.414 0.524 0.055
H 4.251291 2.387063 -2.036623 1.075 0.217 -0.377
H 3.840795 4.098722 -2.500449 0.510 0.138 0.157
H 4.861107 6.305189 -0.585255 0.399 -0.006 0.075
H 5.320861 5.804788 1.114656 0.853 -0.119 -0.460
H 3.811111 5.453253 0.514014 -0.280 -0.668 -0.424
C -2.847549 -3.241379 3.039432 1.393 0.990 -0.742
S -2.912164 -4.196358 1.431987 -1.660 0.126 -0.065
O -1.574321 -4.278597 0.781898 0.659 0.533 0.195
C -4.025562 -3.075123 0.411831 1.084 -0.834 1.743
H -2.574396 -2.206801 2.831772 0.312 0.070 -0.373
H -1.981726 -3.680794 3.534777 -0.139 -0.136 0.120
H -3.660913 -3.101433 3.751437 -0.556 -1.048 -0.538
H -3.582831 -2.097218 0.222646 0.132 -0.226 -0.186
H -4.805312 -2.982233 1.167784 -0.598 0.118 -0.548
H -4.280846 -3.681343 -0.457331 -0.154 0.387 0.088
C -1.199209 -3.908525 -6.764482 -0.205 0.000 0.746
S -1.610764 -3.625802 -4.929072 -1.720 -0.523 -0.406
O -0.337513 -3.672324 -4.173119 1.324 0.178 0.541
C -2.196519 -1.886487 -4.793170 0.657 0.885 -1.435
H -0.457260 -4.704118 -6.696286 0.386 0.343 0.153
H -0.869949 -3.060669 -7.365172 0.202 0.098 0.423
H -2.010279 -4.407225 -7.295108 -0.523 0.341 0.418
H -1.831847 -1.295098 -3.953300 0.567 -0.838 0.303
H -3.254347 -1.625506 -4.824681 -0.209 -1.017 -0.252
H -1.734951 -1.459020 -5.683295 -0.132 0.525 0.027
```
Positions in Å, forces in eV/Å.